No. 1
Entry from the OMol25 dataset: a gas-phase ion, C10H16ClN2O (charge +1) (the ωB97M-V functional and the def2-TZVPD basis).

Summary:
**Energy above the lowest of the compared OMol25 structures with the same formula, charge and spin**: 37.6 kcal per mole
**HOMO energy**: -12.559 eV
**Largest force on an atom**: 5.6 eV/A

```
! RIJCOSX wB97M-V def2-TZVPD def2/J DEFGRID3
* xyz 1 1
C -0.79 -1.99 -1.11
C 1.16 0.03 -0.81
C 1.12 -0.78 -1.77
C 0.99 1.36 1.17
C -0.26 0.56 1.38
C 1.99 0.68 0.23
C -0.91 0.18 0.06
C 3.05 1.70 -0.20
C -1.53 1.30 -0.72
C -2.80 -1.78 1.37
N -1.08 -1.21 -0.11
N 0.05 -1.61 -2.06
O -1.50 -2.05 0.91
Cl 2.41 -1.05 -2.94
H -1.02 -3.04 -1.02
H 0.53 2.40 0.91
H 1.54 1.42 2.06
H 0.05 -0.34 1.77
H -0.84 1.14 2.02
H 2.51 -0.15 0.77
H 3.88 1.17 -0.58
H 3.36 2.33 0.61
H 2.63 2.39 -0.95
H -1.69 0.98 -1.86
H -1.01 2.17 -0.65
H -2.45 1.54 -0.28
H -3.65 -1.89 0.76
H -2.87 -0.75 1.67
H -3.02 -2.36 2.26
H 0.14 -2.35 -2.88
*
```



No. 2
Entry from the OMol25 dataset: a molecular structure, C5H9N2O (the ωB97M-V functional and the def2-TZVPD basis).

Summary:
**Energy above the lowest of the compared OMol25 structures with the same formula, charge and spin**: 82.8 kcal per mole
**HOMO energy**: -13.988 eV
**Largest force on an atom**: 4.8 eV/A

```
! RIJCOSX wB97M-V def2-TZVPD def2/J DEFGRID3
* xyz 1 1
C -0.67 1.02 0.46
C 1.44 -0.76 0.83
C 1.73 0.74 0.89
C -1.00 -0.42 -0.10
C 0.50 -0.45 -0.34
N 0.60 1.03 0.03
N -1.76 -0.23 -1.38
O -1.43 1.80 0.91
H 2.27 -1.50 0.59
H 0.73 -1.08 1.69
H 1.82 1.15 1.85
H 2.63 0.98 0.29
H -1.45 -1.25 0.57
H 0.63 -0.48 -1.44
H -2.66 0.28 -1.14
H -2.08 -1.18 -1.72
H -1.28 0.37 -1.97
*
```



No. 3
Entry from the OMol25 dataset: 2 unconnected molecules or ions with the total composition C7H14O (the ωB97M-V functional and the def2-TZVPD basis).

Summary:
**Energy above the lowest of the compared OMol25 structures with the same formula, charge and spin**: 18.3 kcal per mole
**HOMO energy (alpha / beta)**: 1.121 / -5.510 eV
**Largest force on an atom**: 2.6 eV/A

```
! RIJCOSX wB97M-V def2-TZVPD def2/J DEFGRID3
* xyz -1 2
C -2.54 -0.61 0.61
C -1.43 0.14 1.34
C -1.60 0.48 2.66
C 0.52 -0.05 -0.06
C -0.39 0.78 0.53
C -0.31 2.30 0.57
C 1.71 0.48 -0.78
H -3.13 -1.20 1.33
H -3.18 0.14 0.16
H -2.26 -1.27 -0.22
H -0.95 1.03 3.32
H -2.44 0.10 3.25
H 0.37 -1.11 -0.20
H -0.97 2.75 1.31
H 0.67 2.72 0.77
H -0.70 2.60 -0.40
H 1.45 1.32 -1.47
H 2.41 0.92 -0.06
H 2.27 -0.33 -1.26
H 3.35 -4.26 -4.44
H 3.46 -3.01 -3.37
O 3.69 -3.91 -3.59
*
```



No. 4
Entry from the OMol25 dataset: C4H9NO2 in the gas phase (the ωB97M-V functional and the def2-TZVPD basis).

Summary:
**Energy above the lowest of the compared OMol25 structures with the same formula, charge and spin**: 20.1 kcal per mole
**HOMO energy**: -10.004 eV
**Largest force on an atom**: 0.4 eV/A

```
! RIJCOSX wB97M-V def2-TZVPD def2/J DEFGRID3
* xyz 0 1
C -1.13 1.31 -0.52
C -0.33 0.42 0.44
C -0.88 -1.01 0.41
O -0.13 -1.92 1.17
N 1.10 0.54 0.13
C 1.93 -0.33 -0.47
O 1.69 -1.48 -0.80
H -0.78 2.35 -0.47
H -2.19 1.30 -0.27
H -1.00 0.95 -1.54
H -0.45 0.78 1.47
H -1.89 -0.98 0.84
H -0.99 -1.35 -0.64
H 0.62 -2.14 0.60
H 1.50 1.45 0.31
H 2.93 0.11 -0.64
*
```



No. 5
Entry from the OMol25 dataset: C5H14N in the gas phase (the ωB97M-V functional and the def2-TZVPD basis).

Summary:
**Energy above the lowest of the compared OMol25 structures with the same formula, charge and spin**: 33.8 kcal per mole
**HOMO energy (alpha / beta)**: -3.671 / -11.606 eV
**Largest force on an atom**: 0.9 eV/A

```
! RIJCOSX wB97M-V def2-TZVPD def2/J DEFGRID3
* xyz 0 2
C 0.44 1.50 0.91
C 0.67 0.80 -0.41
C 0.34 -0.68 -0.43
C -1.19 -0.96 -0.44
C -1.66 -1.74 -1.69
N 1.51 1.25 1.95
H -0.48 1.21 1.40
H 0.37 2.57 0.75
H 0.00 1.30 -1.12
H 1.66 1.03 -0.79
H 0.86 -1.20 -1.24
H 0.78 -1.18 0.45
H -1.44 -1.51 0.45
H -1.71 0.00 -0.42
H -2.50 -1.28 -2.19
H -2.00 -2.75 -1.46
H -0.86 -1.85 -2.42
H 1.28 0.37 2.49
H 2.45 1.14 1.53
H 1.48 2.00 2.69
*
```



No. 6
Entry from the OMol25 dataset: a molecular structure, C3H3O3Rh (the ωB97M-V functional and the def2-TZVPD basis).

Summary:
**Energy above the lowest of the compared OMol25 structures with the same formula, charge and spin**: 64.1 kcal per mole
**HOMO energy (alpha / beta)**: -24.697 / -27.523 eV
**Largest force on an atom**: 7.0 eV/A

```
! RIJCOSX wB97M-V def2-TZVPD def2/J DEFGRID3
* xyz 3 6
O -2.17 0.86 0.87
Rh 1.42 2.12 -0.28
O -0.34 2.20 0.50
C -1.25 1.57 0.92
O 0.82 -0.81 0.17
C 1.76 -0.06 -0.36
H 2.29 -0.63 -1.15
C 0.06 -1.84 -0.43
H 0.61 -2.33 -1.24
H -0.49 -2.52 0.21
*
```